(1)
A single C6H10FN molecule at a distorted geometry. Source: the Open Molecules 2025 dataset; level of theory: ωB97M-V with the def2-TZVPD basis set.

Geometry as XYZ:
```
18
Properties=species:S:1:pos:R:3:mulliken_spin:R:1
C -0.045 -1.640 -0.052 0.008
H 2.347 -0.343 0.690 0.061
H -2.078 -2.000 -0.628 0.008
H 0.494 -2.186 0.698 0.032
C 0.372 -0.123 -0.091 0.523
H 1.855 1.210 -0.089 -0.005
F -2.937 0.247 -0.372 0.072
H -2.011 2.219 -0.188 0.013
N -1.820 -0.117 0.418 0.353
C -1.547 -1.592 0.146 0.008
H 0.180 -2.256 -0.895 0.045
H -0.240 2.642 -0.425 0.005
C 1.781 0.197 -0.079 -0.051
H 2.394 -0.258 -1.003 0.094
H -0.804 2.420 1.312 0.082
C -1.006 2.094 0.156 -0.088
H -1.910 -2.225 0.966 -0.001
C -0.728 0.626 0.016 0.840
```

Values from the calculation:
<S²>: 2.011
Spin multiplicity: 3
HOMO energy (spin up / spin down) (eV): -4.55 / -10.11
Energy above the lowest of the compared OMol25 structures with the same formula, charge and spin (eV): 0.896

***

(2)
A single C6H10FNO2S2 molecule at a distorted geometry. Source: the Open Molecules 2025 dataset; level of theory: ωB97M-V with the def2-TZVPD basis set.

Geometry as XYZ:
```
22
Properties=species:S:1:pos:R:3:mulliken_charge:R:1
C -0.926 0.859 0.040 1.128
F 1.025 0.011 -1.217 -0.334
H 1.359 -3.863 -0.183 0.335
H -1.873 1.583 1.671 0.549
S -0.113 -2.135 -3.644 -0.266
H -0.610 0.452 2.093 0.451
S -0.473 -2.784 -1.898 0.725
H -1.689 2.712 -0.330 0.390
C 0.089 -0.226 -0.313 0.066
C -0.940 1.266 1.527 -1.734
H 1.142 -4.300 -1.832 0.350
O -2.264 0.252 -0.239 -0.262
N -2.166 -1.014 -0.682 -0.335
C -0.936 -1.319 -0.865 0.111
H -1.280 1.739 -1.845 0.362
O -1.529 -3.752 -1.783 -0.611
H -0.100 1.962 1.704 0.332
C -0.948 2.112 -0.860 -1.372
H 0.588 -0.590 0.516 0.392
H 1.928 -2.659 -1.421 0.355
H -0.015 2.633 -0.917 0.341
C 1.176 -3.422 -1.194 -0.972
```

Values from the calculation:
HOMO energy (eV): -9.33
Energy above the lowest of the compared OMol25 structures with the same formula, charge and spin (eV): 0.792
SMILES: CC1(C)ON=C([S@@](C)(=O)=S)[C@H]1F

***

(3)
A single C6H10FP molecule at a distorted geometry. Source: the Open Molecules 2025 dataset; level of theory: ωB97M-V with the def2-TZVPD basis set.

Geometry as XYZ:
```
18
Properties=species:S:1:pos:R:3:mulliken_charge:R:1
C 0.802 -1.578 -0.062 -1.139
H 1.682 -2.142 0.132 0.404
H -2.453 0.875 0.365 0.396
H -2.020 -0.906 0.291 0.426
H -1.850 0.043 1.852 0.276
F 3.579 -0.580 0.107 -0.299
H 0.615 2.637 0.795 0.310
H -0.168 -1.842 0.586 0.228
C -1.733 0.082 0.702 -1.455
C 1.613 0.553 -1.208 -1.040
H 1.306 1.522 -1.483 0.417
C 0.839 -0.021 -0.068 1.057
P 2.614 0.709 0.323 0.057
H 0.443 -1.906 -1.125 0.256
C -0.369 0.753 0.406 0.725
H -1.071 2.540 1.272 0.296
H 2.062 -0.109 -1.990 0.339
C -0.251 2.023 0.779 -1.254
```

Values from the calculation:
HOMO energy (eV): -8.54
Energy above the lowest of the compared OMol25 structures with the same formula, charge and spin (eV): 1.127
SMILES: C=C(C)[C@@]1(C)CP1F